Density functional theory data (wB97M-V/def2-TZVPD) for the ion CHF3N3 with charge +1.

Geometry as ORCA input:
```
! wB97M-V def2-TZVPD RIJCOSX def2/J DEFGRID3
* xyz 1 1
N -0.0880 0.6440 0.4453
F -2.0756 0.5313 -2.4299
F 0.3840 -1.6345 1.0828
C -1.4890 0.5201 -1.3553
F 1.8794 -0.4452 0.1944
H 1.1589 0.0820 1.8057
N 0.7729 -0.1351 0.9601
N -0.5426 0.4374 -0.7032
*
```

LUMO energy (spin up / spin down), eV: -6.86 / -6.86
Frontier orbital gap (spin up / spin down), eV: 9.749 / 9.748
Electronic energy, eV: -13658.5089
HOMO energy (spin up / spin down), eV: -16.6 / -16.6
ΔE to the lowest compared entry with this formula, charge and spin, kJ/mol: 288.0
Largest force on an atom, eV/Å: 6.32